# 1
This record from OMol25 describes a structure of composition C38H45Cl5NO3Ru at a distorted geometry. The level of theory is wB97M-V/def2-TZVPD.

## Properties
2S+1   2
Max |F|   0.025 hartree/bohr
ΔE to the lowest compared entry with this formula, charge and spin   28.0 kcal/mol
⟨S²⟩   0.8154
E_LUMO (spin up / spin down)   -0.57 / -0.13 eV
Energy   -4151.2867 Ha
Kohn-Sham gap (spin up / spin down)   7.00 / 7.38 eV
Highest occupied orbital energy (spin up / spin down)   -7.57 / -7.51 eV

The geometry in XYZ format:
```
93
C38H45Cl5NO3Ru, DFT wB97M-V/def2-TZVPD
Ru 0.5168 -0.4103 -0.5250
C -0.1769 1.8793 -0.4135
C -1.2359 1.0828 -0.9955
C -2.1130 0.7126 0.1763
C -1.5536 1.2795 1.2880
C -0.3578 1.9902 0.9517
C 0.3645 2.9350 1.8825
C 1.7146 3.3706 1.3100
C -0.5449 4.1733 2.0058
C 0.5634 2.3463 3.2823
C -3.3316 -0.2011 0.2985
C -3.5854 -0.5333 1.7792
C -3.1113 -1.5369 -0.4250
C -4.6348 0.4522 -0.2192
C -1.7601 1.6764 -2.3278
C -2.9990 1.0382 -2.9698
C -0.6250 1.7991 -3.3580
C -2.2101 3.1267 -2.0003
H 0.4273 2.5459 -1.0022
H -1.8633 1.1012 2.3051
H 1.5900 3.9239 0.3759
H 2.3532 2.5072 1.1228
H 2.2239 4.0325 2.0143
H -0.7658 4.5943 1.0230
H -0.0529 4.9394 2.6102
H -1.4918 3.9137 2.4822
H 1.3245 1.5667 3.2946
H -0.3579 1.9182 3.6768
H 0.8846 3.1356 3.9665
H -2.7007 -0.9616 2.2466
H -4.3942 -1.2656 1.8364
H -3.8980 0.3456 2.3469
H -2.3174 -2.1090 0.0548
H -2.8378 -1.3904 -1.4661
H -4.0369 -2.1191 -0.3982
H -4.6146 1.5394 -0.1209
H -5.4793 0.0847 0.3669
H -4.8366 0.2004 -1.2567
H -3.0355 -0.0428 -2.9276
H -3.0486 1.3368 -4.0191
H -3.8983 1.4173 -2.4947
H -1.0340 2.1254 -4.3166
H 0.1013 2.5555 -3.0529
H -0.0925 0.8649 -3.5103
H -2.9672 3.1280 -1.2131
H -2.6470 3.5845 -2.8919
H -1.3769 3.7498 -1.6737
C -2.0735 -4.1552 4.6531
O -0.8128 -3.6763 5.0927
C -0.1363 -2.8469 4.2717
C 1.1162 -2.4080 4.7600
C 1.8627 -1.5816 3.9814
C 1.4445 -1.1208 2.7045
C 2.3456 -0.3060 1.9458
C 3.6744 0.1098 2.5340
O 2.1383 0.1202 0.7893
C 0.1660 -1.5648 2.2174
O -0.3939 -1.2325 1.1055
C -0.5909 -2.4402 3.0437
H -2.4459 -4.7921 5.4499
H -1.9740 -4.7379 3.7347
H -2.7705 -3.3307 4.4858
H 1.4527 -2.7503 5.7281
H 2.8277 -1.2710 4.3553
H 3.5806 0.5240 3.5366
H 4.1227 0.8473 1.8731
H 4.3368 -0.7572 2.5901
H -1.5325 -2.7788 2.6395
Cl -1.1178 -1.4986 -3.4942
C -0.2862 -2.6903 -2.5635
C 0.4560 -2.2899 -1.4479
C 1.2579 -3.3195 -0.9355
Cl 2.4165 -2.9205 0.2956
C 1.2454 -4.6382 -1.3777
Cl 2.2410 -5.8339 -0.6388
C 0.4152 -4.9956 -2.4346
Cl 0.3550 -6.6194 -2.9919
C -0.3347 -3.9995 -3.0485
Cl -1.3095 -4.4089 -4.4100
C 5.2625 1.2810 -4.6089
C 4.1289 0.9052 -3.7054
C 3.5021 -0.3312 -3.7768
C 2.4402 -0.6238 -2.9426
N 1.9437 0.2272 -2.0331
C 2.5721 1.4079 -1.9463
C 3.6337 1.7798 -2.7447
H 5.7452 0.3995 -5.0277
H 6.0101 1.8682 -4.0760
H 4.8963 1.8892 -5.4385
H 3.8303 -1.0855 -4.4803
H 1.9587 -1.5865 -3.0240
H 2.2446 2.0728 -1.1632
H 4.0771 2.7563 -2.5966
```

These are the Mulliken partial charges, in e, on atoms 1 to 6: number 1, Ru, carries -0.942; number 2, C, carries -2.450; number 3, C, carries 2.098; number 4, C, carries 0.342; number 5, C, carries -1.381; number 6, C, carries 0.748

***

# 2
This record from OMol25 describes a structure of composition C38H45ClF2N6O5Zr at a distorted geometry. The level of theory is wB97M-V/def2-TZVPD.

## Properties
Max |F|   0.030 hartree/bohr
ΔE to the lowest compared entry with this formula, charge and spin   14.0 kcal/mol
E_LUMO   -5.82 eV
Energy   -2886.4409 Ha
Kohn-Sham gap   7.36 eV
Charge   +2
Highest occupied orbital energy   -13.18 eV

The geometry in XYZ format:
```
98
C38H45ClF2N6O5Zr, DFT wB97M-V/def2-TZVPD
Zr -0.7369 -0.5876 -1.7801
C -4.0572 5.8103 -0.4367
C -3.1406 4.6149 -0.5220
C -2.3646 4.1953 0.5357
C -1.5170 3.0772 0.4504
C -0.8208 2.6887 1.6403
N -0.0351 1.6755 1.7609
C 0.5928 1.2381 3.0186
C 2.1197 1.3855 2.9886
C 2.8783 0.2877 3.7588
N 3.8703 -0.4188 2.9433
C 3.4795 -1.0238 1.6765
C 3.5339 -0.0254 0.5301
C 4.6769 0.7656 0.4109
C 4.8616 1.6780 -0.6138
C 6.1127 2.5155 -0.7190
C 3.8709 1.7287 -1.5810
C 2.7172 0.9487 -1.5169
C 1.9948 0.8664 -2.7815
N 0.9810 0.1642 -3.1008
C 0.8492 -0.0436 -4.5820
C -0.5201 -0.5211 -5.0102
C -1.5937 0.5176 -4.7793
N -1.5647 0.9718 -3.3649
C -2.1675 2.0622 -3.1098
C -2.2270 2.7394 -1.8151
C -3.0391 3.8594 -1.6935
C -1.4340 2.3285 -0.7337
O -0.6317 1.2934 -0.8197
C 2.5387 0.1085 -0.4136
O 1.3150 -0.5506 -0.2502
H -3.8953 6.3681 0.4846
H -5.1045 5.5028 -0.4626
H -3.8938 6.4902 -1.2737
H -2.4019 4.7416 1.4754
H -0.9833 3.2739 2.5423
H 0.1303 1.1256 0.9122
H 0.2914 0.2025 3.1736
H 0.1511 1.8188 3.8275
H 2.3723 2.3665 3.3907
H 2.4528 1.4038 1.9511
H 2.1587 -0.3937 4.2368
H 3.4399 0.7441 4.5704
H 4.3555 -1.0948 3.5154
H 4.2634 -1.7487 1.4489
H 5.4381 0.6561 1.1785
H 6.4817 2.7974 0.2665
H 5.9352 3.4253 -1.2914
H 6.9076 1.9587 -1.2200
H 4.0104 2.3639 -2.4511
H 2.5070 1.3834 -3.5929
H 1.5867 -0.7981 -4.8435
H 1.1098 0.8853 -5.0931
H -0.7656 -1.4525 -4.4981
H -0.4784 -0.7624 -6.0710
H -2.5808 0.1191 -5.0074
H -1.4200 1.3744 -5.4310
H -2.6722 2.5780 -3.9292
H -3.6220 4.1631 -2.5609
Cl 2.5047 -3.4297 3.8971
C 2.3891 -3.2153 2.1859
C 2.6121 -4.2126 1.3370
C 2.4806 -3.9939 -0.1206
C 1.9297 -2.8768 -0.5754
C 1.4091 -1.8651 0.4078
C 2.1466 -1.7997 1.7221
C 1.5153 -2.5821 -1.9774
O 2.2575 -2.4828 -2.9045
O 0.1731 -2.3218 -2.0286
H 2.8708 -5.1979 1.7032
H 2.7764 -4.7862 -0.8000
H 0.3808 -2.1040 0.6265
H 1.4944 -1.3048 2.4403
F -3.1692 -0.4468 -1.7299
C -2.6486 -1.4922 -2.6004
F -2.5462 -2.5589 -1.7210
H -3.4053 -1.7060 -3.3393
C -1.2674 -3.8961 0.7241
N -1.9233 -2.9037 1.5835
C -2.5984 -3.4471 2.7688
C -4.0562 -3.0532 2.7504
C -4.1176 -1.5474 2.7408
N -3.2148 -0.9781 1.7252
C -3.5777 0.3538 1.2739
C -2.2046 -1.6510 1.1538
O -1.4977 -1.0888 0.2550
H -0.4180 -4.3427 1.2422
H -0.9338 -3.4537 -0.1995
H -1.9828 -4.6845 0.4813
H -2.1126 -3.0783 3.6757
H -2.4688 -4.5261 2.7481
H -4.5726 -3.4332 3.6300
H -4.5426 -3.4686 1.8643
H -3.8417 -1.1502 3.7212
H -5.1219 -1.1913 2.5170
H -3.6601 1.0262 2.1324
H -4.5410 0.3227 0.7626
H -2.8337 0.7253 0.5882
```

These are the Mulliken partial charges, in e, on atoms 1 to 6: number 1, Zr, carries -0.838; number 2, C, carries -1.505; number 3, C, carries -0.007; number 4, C, carries -1.158; number 5, C, carries 0.916; number 6, C, carries 0.060